# 1
# C18H32Cl2CoN4OSSe

A structure of composition C18H32Cl2CoN4OSSe (ωB97M-V/def2-TZVPD, OMol25).

```
60
Properties=species:S:1:pos:R:3:forces:R:3
Co 10.370109 14.236200 9.499457 -0.98 -0.84 -1.05
C 8.145780 16.889990 12.639453 -0.43 0.15 -0.75
N 9.145826 16.048495 11.949988 -0.65 -0.01 0.35
C 10.444823 16.108174 12.133903 -0.17 -0.28 -1.69
N 10.920064 16.961597 12.982727 1.27 1.59 1.35
S 11.560271 15.205448 11.097489 -0.04 0.39 1.16
H 7.213471 16.306732 12.650494 0.28 0.56 -0.26
H 8.009707 17.898136 12.135616 0.19 -1.29 0.56
H 8.391082 17.011484 13.684580 0.25 0.16 0.28
H 8.822269 15.274010 11.392932 -0.33 -0.01 -0.19
H 10.345451 17.630033 13.491772 0.01 -0.46 -0.22
H 11.913422 17.157320 13.042973 -0.18 -0.32 -0.13
O 11.558822 12.474560 9.587727 -0.66 0.25 -0.74
H 12.031317 12.017016 8.873134 0.01 0.11 0.43
H 12.076382 12.500608 10.388382 0.63 -0.29 0.37
Cl 9.345129 16.669707 7.921533 0.58 0.01 -0.74
C 10.547549 16.201203 6.637246 -0.83 -0.93 1.43
Cl 11.001761 14.509534 6.994117 0.26 -0.75 0.34
H 11.470415 16.728287 6.801033 -0.11 0.70 -0.53
H 10.068632 16.089004 5.674064 0.11 0.90 -0.12
C 5.786070 14.238599 12.472646 0.43 -1.58 -2.11
C 5.486847 12.712170 12.478375 -0.41 0.75 -1.71
C 6.560722 11.849959 13.014208 1.53 -1.32 -0.98
C 7.955570 11.924047 12.275210 -0.80 -1.61 1.24
N 7.947602 11.157444 11.023919 0.66 0.47 1.94
C 7.877189 11.669217 9.822022 -0.39 0.62 -1.51
Se 7.926238 13.477900 9.343970 0.65 0.93 -0.14
N 7.690284 10.704754 8.909397 0.01 -1.27 1.14
C 7.288701 10.831469 7.513247 -0.46 -0.44 0.10
C 5.748056 11.030615 7.360292 2.17 0.17 -3.73
C 5.019337 9.746644 7.264501 1.09 -1.52 -0.59
C 5.231571 9.198807 5.838321 -0.89 0.61 -0.53
C 7.705287 9.475700 9.607224 0.70 1.00 1.51
C 7.606113 8.152627 9.233124 -0.25 1.31 -1.85
C 7.710916 7.236814 10.213160 -0.44 -0.14 1.43
C 7.904057 7.567065 11.584189 0.74 -1.91 0.06
C 8.080116 8.862061 11.993974 -0.03 0.04 0.16
C 7.946502 9.789247 10.974053 -0.72 -0.06 -1.60
H 5.114486 14.703532 11.754493 -0.34 0.27 0.33
H 6.770317 14.368584 11.967398 -0.40 0.01 0.63
H 5.751011 14.704877 13.413490 -0.04 0.58 1.26
H 5.392400 12.434232 11.359471 -0.57 0.23 1.69
H 4.612908 12.435911 13.096855 -0.10 0.46 -0.90
H 6.219993 10.792335 12.894457 0.32 0.64 0.45
H 6.728992 12.050801 14.055829 0.20 -0.02 0.61
H 8.669422 11.450866 12.990522 -0.08 0.58 -0.87
H 8.228689 12.898483 11.966236 0.43 1.05 0.29
H 7.675249 9.913522 7.042967 -0.49 0.30 -0.07
H 7.844806 11.637807 7.083384 0.25 0.61 -0.18
H 5.626166 11.636160 6.393454 0.05 -0.85 1.12
H 5.372375 11.643187 8.070607 -0.90 2.02 2.69
H 3.959058 9.855270 7.376258 -0.51 0.08 0.51
H 5.442160 9.092687 8.057733 -0.70 0.03 -0.45
H 4.548067 9.831538 5.210006 0.59 -0.80 0.23
H 4.981151 8.155211 5.700417 -0.31 -0.18 0.10
H 6.222767 9.321137 5.398794 0.19 0.15 0.37
H 7.410769 7.922198 8.182430 0.12 -0.33 0.44
H 7.502016 6.257358 9.889971 0.17 -1.35 0.20
H 8.044818 6.711856 12.295986 -0.35 1.04 -0.68
H 8.324085 9.150335 13.023522 -0.26 -0.23 -0.48
```
Positions in Å, forces in eV/Å.

As for the energy above the lowest of the compared OMol25 structures with the same formula, charge and spin: 80.97 kJ/mol. The multiplicity is 4. The orbital gap (spin up / spin down) comes out at 0.3167 / 0.2617 Ha. Its charge is +2. Its LUMO energy (spin up / spin down) is -5.15 / -6.68 eV. The HOMO energy (spin up / spin down) comes out at -13.7700 / -13.8069 eV. Its molar mass is 561.35 g/mol. The value obtained for the largest force on an atom is 0.0840 hartree/bohr.

Atom charges from the Mulliken analysis, given in e for atoms 1 to 4:
1 Co 0.68
2 C -0.73
3 N 0.02
4 C 0.84

# 2
# C18H32CuN3O11

A structure of composition C18H32CuN3O11 (ωB97M-V/def2-TZVPD, OMol25).

```
65
Properties=species:S:1:pos:R:3:forces:R:3
Cu -0.629974 0.357844 -0.054710 3.72 4.74 -0.40
N -2.428734 0.403524 -1.765410 -1.81 -1.89 -1.86
O -2.040194 1.490734 -2.175340 -8.64 2.38 -4.65
O -1.510644 -0.275156 -1.309560 -7.29 -3.67 -9.34
O -3.571274 -0.058136 -1.907210 1.07 1.19 0.39
C -2.202684 2.652484 2.309310 1.76 -4.22 -5.35
C -1.633224 1.553314 1.394490 -3.05 3.32 9.36
C -0.971744 0.428044 2.152080 -5.95 2.83 3.31
O -0.397194 -0.364696 1.353180 -0.68 -4.30 9.65
C -1.170984 0.219414 3.577910 1.55 -0.91 -5.98
C -1.738074 1.194904 4.307610 -2.65 0.72 4.49
C -2.307484 2.479884 3.665320 1.78 2.28 1.87
O -2.515384 3.594654 4.279660 -0.47 -1.82 0.96
O -1.871704 0.880894 5.561830 -0.18 1.70 -1.25
O -1.595624 1.629994 0.100500 -6.51 4.17 3.85
H -2.439574 3.594424 1.837050 -0.30 0.12 0.12
H -0.874044 -0.728616 4.001540 0.19 0.05 0.23
C -3.613424 -1.029596 1.067570 0.08 -0.25 -1.39
O -2.285574 -0.998126 0.567530 -3.51 -0.60 1.19
C -1.581684 -2.187606 0.551970 -0.39 0.17 0.30
C -0.522154 -2.042416 -0.593050 -0.37 -2.33 1.25
N 0.356766 -0.812596 -0.389920 6.71 -11.38 -3.37
C 1.445766 -1.077016 0.492650 3.32 -0.65 1.50
C 2.430036 -2.210146 0.142210 -0.85 1.85 0.01
O 2.926756 -1.905896 -1.154180 1.26 0.55 -0.73
C 4.297126 -1.365716 -1.272000 -1.29 -1.63 0.61
H -4.100164 -1.131916 0.097670 -1.44 0.08 0.51
H -3.835524 -0.088496 1.570640 0.09 -0.05 -0.07
H -3.848364 -1.877666 1.710750 0.27 -0.07 0.21
H -2.317534 -2.985526 0.452080 0.35 -0.63 -0.75
H -1.251284 -2.175776 1.590620 1.08 -1.34 -0.18
H -1.033734 -1.874786 -1.540830 0.39 -1.11 0.67
H 0.056446 -2.956416 -0.726910 0.40 0.10 0.47
H 0.783996 -0.845156 -1.304530 0.18 0.43 -0.01
H 1.082956 -1.108856 1.520000 0.67 -0.96 -0.43
H 2.008236 -0.143566 0.512620 0.49 -0.17 -0.27
H 1.914446 -3.168826 0.198590 0.35 -0.23 -0.47
H 3.201256 -2.176616 0.911750 0.20 -0.14 0.00
H 4.607886 -0.645736 -0.514930 -0.40 -0.10 0.43
H 4.451376 -0.863736 -2.227160 -0.43 -0.39 -0.16
H 4.852896 -2.299536 -1.187050 0.95 0.48 -0.17
C 0.757106 -2.315026 -3.729390 0.21 0.10 -2.08
O 0.826186 -1.329736 -2.739540 0.69 -0.93 -1.97
C 0.619366 -0.028616 -3.303600 -0.59 -0.84 1.22
C 0.970866 1.016794 -2.249250 0.00 1.07 -0.61
N -0.146004 1.439674 -1.356030 11.86 3.61 -1.15
C 0.279476 2.665574 -0.644430 -1.39 1.24 -0.97
C 1.178596 2.430464 0.534040 0.61 0.27 -0.06
O 0.749486 1.321954 1.321410 5.46 4.00 -1.24
C 1.472546 1.261514 2.533990 -1.49 0.53 1.84
H 0.791766 -3.374736 -3.476590 0.35 0.43 0.96
H 1.488746 -2.088736 -4.505020 1.11 -0.35 0.26
H -0.071654 -2.248446 -4.434260 -1.28 0.38 0.67
H -0.451534 -0.111416 -3.489220 -0.11 1.15 -0.69
H 1.210686 0.128024 -4.205760 0.04 -0.20 -0.08
H 1.308216 1.874554 -2.831090 -0.34 0.49 -0.20
H 1.898476 0.813284 -1.714240 -0.02 -0.74 0.20
H -0.933724 1.606034 -1.965880 0.44 0.70 -0.08
H -0.652554 3.116634 -0.303900 0.49 0.15 0.07
H 0.585726 3.416704 -1.372510 1.18 0.00 0.05
H 1.183026 3.337444 1.138570 0.24 0.14 0.07
H 2.170526 2.221874 0.133240 0.63 0.03 0.32
H 2.555366 1.368914 2.597920 0.10 0.19 -0.91
H 1.150476 0.402834 3.123080 0.38 -0.50 -0.66
H 0.930886 1.992654 3.134110 0.75 0.75 0.47
```
Positions in Å, forces in eV/Å.

As for the energy above the lowest of the compared OMol25 structures with the same formula, charge and spin: 2146.10 kJ/mol. The multiplicity is 2. The orbital gap (spin up / spin down) comes out at 0.1293 / 0.1757 Ha. Its charge is -1. Its LUMO energy (spin up / spin down) is 1.95 / 1.95 eV. The HOMO energy (spin up / spin down) comes out at -1.5664 / -2.8319 eV. Its molar mass is 530.01 g/mol. The value obtained for the largest force on an atom is 0.2652 hartree/bohr.

Atom charges from the Mulliken analysis, given in e for atoms 1 to 4:
1 Cu -2.43
2 N 0.82
3 O -0.58
4 O -0.38

# 3
# C18H32N3OOsPSi

A structure of composition C18H32N3OOsPSi (ωB97M-V/def2-TZVPD, OMol25).

```
57
Properties=species:S:1:pos:R:3:forces:R:3
Os -0.091336 0.385407 -0.066518 -3.23 -1.39 -3.67
Si -1.385270 2.161783 0.945998 -0.09 -0.36 0.15
P 0.755520 1.886777 -1.490462 0.68 0.24 -0.07
N 1.218278 0.469104 1.108343 2.51 0.26 3.29
H -1.697696 0.409907 -0.120363 -1.29 0.29 -0.02
C 1.885155 1.092757 -2.685396 -0.18 0.18 -0.20
H 2.545916 1.884613 -3.067702 -0.07 -0.33 -0.03
H 1.303442 0.649349 -3.511151 0.32 0.07 0.43
H 2.464215 0.316780 -2.169058 -0.16 0.19 -0.23
C -0.374578 2.858465 -2.530254 0.05 0.01 0.16
H 0.243443 3.606756 -3.040151 -0.28 -0.04 -0.05
H -1.121028 3.349197 -1.891920 0.19 -0.06 -0.25
H -0.872847 2.204537 -3.258057 0.15 0.21 0.24
C 1.850621 3.112651 -0.704551 -0.23 0.03 -0.10
H 2.258703 3.740073 -1.501949 0.10 0.07 0.20
H 2.656318 2.591084 -0.170852 -0.22 0.13 -0.16
H 1.276856 3.721910 0.003316 0.21 -0.13 -0.16
C -3.152652 2.426867 0.324302 0.27 0.65 0.64
H -3.851043 1.612111 0.557699 0.29 0.27 -0.03
H -3.201400 2.666111 -0.739963 -0.04 0.00 0.08
H -3.405726 3.319322 0.920103 -0.58 -0.15 -0.40
H -1.525368 1.738537 2.400046 0.10 0.51 -0.38
H -0.702879 3.496035 0.777608 -0.28 -0.03 0.33
C 2.353532 0.605622 1.810760 -0.06 -0.19 -0.37
C 4.601391 -0.093367 2.241380 -0.11 -0.07 0.04
C 3.394496 -0.342526 1.611739 -0.05 0.91 0.30
C 2.481737 1.736806 2.662544 0.30 -0.63 -0.49
C 3.706534 1.945947 3.264150 -0.19 -0.16 -0.05
C 4.739916 1.029583 3.058090 0.55 0.26 0.13
H 5.441449 -0.759004 2.069342 -0.01 0.10 0.13
H 3.233735 -1.151465 0.896920 0.06 0.17 0.31
H 1.621931 2.406950 2.725355 0.35 -0.14 0.14
H 3.859138 2.825635 3.877419 0.11 -0.07 0.04
H 5.705132 1.246315 3.507636 -0.10 -0.15 -0.01
C -0.928804 -1.647972 -2.236644 -1.24 0.54 1.34
O 0.025473 -1.016988 -1.574953 1.58 0.03 0.36
C -1.549801 -2.809326 -1.523933 -0.43 0.01 0.33
H -2.639086 -2.751682 -1.289798 0.42 0.17 -0.52
H -1.089400 -2.955928 -0.535276 0.22 -0.07 -0.50
H -1.367649 -3.654151 -2.173265 -0.26 -0.83 0.20
C -1.635014 -0.871599 -3.281008 -0.03 0.61 -0.46
H -0.863334 -0.805783 -4.043442 -0.35 0.09 -1.00
H -1.919991 0.212116 -3.121546 0.24 -0.88 0.69
H -2.549456 -1.368525 -3.608928 0.26 -0.10 -0.37
N 0.102314 -1.968979 2.832098 0.64 1.36 -1.53
C -1.215444 -2.015307 2.514076 -0.60 -0.62 1.16
C -2.065547 -2.890482 3.274159 -1.11 -0.07 -0.15
C -3.448599 -2.914544 2.999280 0.87 0.28 -0.01
C -3.943347 -2.055502 1.995220 0.46 0.44 -0.19
C -3.019030 -1.227096 1.341849 -0.30 -0.27 -0.06
N -1.682605 -1.208590 1.555779 -0.42 -0.50 0.24
H 0.711777 -1.242925 2.417506 -0.80 -0.70 0.30
H 0.467193 -2.470644 3.593632 0.18 -0.58 0.79
H -1.652753 -3.513090 4.095581 -0.22 0.53 -0.77
H -4.158121 -3.551300 3.563734 0.73 0.38 -0.35
H -5.016739 -1.993946 1.735347 0.86 -0.07 0.23
H -3.374034 -0.520795 0.577051 0.23 -0.43 0.30
```
Positions in Å, forces in eV/Å.

The multiplicity is 5. The orbital gap (spin up / spin down) comes out at 0.1917 / 0.2367 Ha. Its charge is 0. Its LUMO energy (spin up / spin down) is 0.53 / -1.02 eV. The HOMO energy (spin up / spin down) comes out at -4.6827 / -7.4608 eV. Its molar mass is 555.76 g/mol. The value obtained for the largest force on an atom is 0.0988 hartree/bohr.

Atom charges from the Mulliken analysis, given in e for atoms 1 to 4:
1 Os 0.79
2 Si 0.56
3 P 0.73
4 N -0.35

# 4
# C18H32NO5P2SYb

A structure of composition C18H32NO5P2SYb (ωB97M-V/def2-TZVPD, OMol25).

```
60
Properties=species:S:1:pos:R:3:forces:R:3
C -2.397523 4.028720 -1.894232 -1.18 0.29 -0.61
C -1.380636 3.221183 -1.330339 1.50 0.44 0.78
N -1.575416 1.838683 -1.300463 0.53 -0.22 0.03
C -2.692942 1.309010 -1.848748 -0.56 0.06 -0.23
C -3.695513 2.087504 -2.423191 0.07 -1.44 0.19
C -3.525013 3.468154 -2.457074 0.69 0.95 0.69
C -0.202010 3.862910 -0.812172 -0.99 -0.68 -0.85
P 1.296574 2.966054 -0.518054 -0.65 1.26 -0.42
Yb 0.260278 0.462808 -0.376821 -1.53 -1.13 -0.74
P -2.954547 -1.170243 -0.393810 -0.24 2.62 3.07
C -2.834360 -0.226709 -1.929891 0.08 0.56 -0.28
O -2.413684 4.073634 3.356051 -0.06 -0.22 -0.09
O 0.006609 1.483745 1.925868 -0.37 -0.92 -0.01
H -2.239997 5.109538 -1.896548 -0.10 -0.37 -0.09
H -4.590741 1.603087 -2.818860 0.35 0.20 0.03
H -4.292378 4.099727 -2.891761 0.09 -0.01 -0.02
C 2.515093 3.338168 -1.857613 0.23 -0.13 -0.08
C 2.000933 3.904311 0.875110 0.34 -0.29 0.37
H -3.740316 -0.493455 -2.512025 0.23 0.25 0.42
H -2.000530 -0.650865 -2.510381 0.00 0.07 0.31
H -2.156178 4.944811 3.667652 0.04 0.05 -0.04
H -0.156503 4.966543 -0.868794 -0.18 -0.67 -0.04
C -2.191758 -2.794987 -0.395995 -0.30 -0.46 0.44
C -4.538591 -1.088002 0.414097 -2.93 -1.79 -1.51
H -1.611616 -0.682271 0.299076 7.76 0.21 -2.17
H 0.085534 0.588133 2.335239 0.05 0.71 -0.15
H -0.889428 1.774298 2.130240 -0.07 0.39 0.13
H -2.775544 4.211199 2.474021 0.05 0.09 0.03
H 0.151268 -1.183241 -1.600826 0.05 0.38 -0.31
H -2.332264 -0.324686 0.698134 -4.08 -0.02 -0.15
H 3.120758 4.214118 -1.573781 -0.18 -0.29 -0.30
H 3.175424 2.462970 -1.989100 -0.14 0.41 0.02
H 1.988085 3.528272 -2.804182 0.17 -0.05 0.33
H 2.589776 4.739420 0.474792 -0.11 -0.15 0.28
H 1.174325 4.279688 1.488775 0.27 -0.15 -0.11
H 2.630066 3.233669 1.475347 0.00 0.38 -0.02
H -5.287728 -1.678945 -0.133833 -0.84 0.02 0.49
H -4.446536 -1.494223 1.434061 0.16 0.23 -0.50
H -4.877938 -0.042691 0.446334 0.40 -0.36 -0.04
H -2.966875 -3.574429 -0.377144 0.03 0.13 -0.03
H -1.542879 -2.933113 -1.270878 -0.19 0.30 0.24
H -1.566492 -2.884661 0.506335 -0.08 0.19 -0.25
C 4.121325 -6.355719 0.660920 0.03 -0.21 -0.07
C 3.639251 -4.944512 0.804557 0.07 0.16 0.22
C 3.942378 -4.225223 1.964852 -0.05 0.12 -0.13
C 3.537926 -2.900458 2.093048 -0.19 -0.07 -0.24
C 2.836850 -2.313658 1.041955 0.08 -0.13 0.44
C 2.475183 -3.032390 -0.095994 -0.13 0.09 0.02
C 2.887661 -4.344900 -0.210904 0.26 -0.30 0.16
S 2.178104 -0.689131 1.233568 0.56 -1.86 -0.33
O 2.731616 -0.022887 2.373951 -0.08 -0.03 -0.09
O 2.428944 -0.039767 -0.093717 -0.29 0.13 1.04
O 0.696606 -0.990216 1.317687 1.20 0.86 0.30
H 5.208318 -6.402823 0.800968 -0.21 -0.07 -0.07
H 3.657418 -7.014995 1.405804 0.10 0.11 -0.15
H 3.872079 -6.726936 -0.336955 0.13 -0.11 0.17
H 4.498783 -4.704444 2.773173 -0.15 0.11 -0.24
H 3.707698 -2.335778 3.005125 0.13 -0.03 -0.19
H 1.828079 -2.599710 -0.857514 0.21 0.17 0.11
H 2.632993 -4.934291 -1.095141 0.04 0.24 0.24
```
Positions in Å, forces in eV/Å.

As for the energy above the lowest of the compared OMol25 structures with the same formula, charge and spin: 512.85 kJ/mol. The multiplicity is 2. The orbital gap (spin up / spin down) comes out at 0.1946 / 0.1958 Ha. Its charge is 0. Its LUMO energy (spin up / spin down) is 0.16 / 0.18 eV. The HOMO energy (spin up / spin down) comes out at -5.1394 / -5.1507 eV. Its molar mass is 609.51 g/mol. The value obtained for the largest force on an atom is 0.1568 hartree/bohr.

Atom charges from the Mulliken analysis, given in e for atoms 1 to 4:
1 C -1.21
2 C 1.11
3 N 0.06
4 C 0.80